# 1
{"formula": "C11H25Br2N3O3", "method": "ωB97M-V/def2-TZVPD", "species": ["C", "O", "N", "C", "C", "H", "H", "H", "H", "H", "H", "H", "C", "O", "N", "C", "C", "H", "H", "H", "H", "H", "H", "H", "C", "O", "N", "C", "C", "H", "H", "H", "H", "H", "H", "H", "Br", "C", "C", "Br", "H", "H", "H", "H"], "positions_angstrom": [[1.333, -2.000, -1.993], [1.215, -2.504, -3.074], [2.433, -1.867, -1.272], [2.296, -1.358, 0.100], [3.839, -2.202, -1.753], [0.451, -1.784, -1.371], [1.263, -1.115, 0.349], [2.908, -0.530, 0.459], [2.674, -2.000, 0.896], [4.416, -1.280, -1.834], [4.103, -3.016, -1.078], [3.834, -2.748, -2.696], [-0.612, -1.084, 0.197], [0.452, -0.747, -0.333], [-1.496, -0.129, 0.635], [-2.737, -0.513, 1.287], [-1.211, 1.262, 0.492], [-0.997, -2.110, 0.304], [-3.572, -0.444, 0.590], [-2.881, 0.174, 2.121], [-2.635, -1.501, 1.734], [-1.212, 1.749, 1.467], [-0.223, 1.412, 0.057], [-1.950, 1.751, -0.142], [0.511, 2.466, -2.634], [-0.436, 2.984, -2.040], [0.642, 1.143, -2.653], [1.763, 0.514, -3.419], [-0.201, 0.254, -1.966], [1.267, 3.040, -3.191], [2.433, 1.227, -3.899], [1.309, -0.094, -4.201], [2.347, -0.211, -2.853], [-0.794, -0.331, -2.669], [0.288, -0.459, -1.303], [-0.816, 0.881, -1.320], [-3.847, 0.027, 5.985], [-2.363, 1.163, 5.365], [-2.734, 1.667, 3.973], [-1.033, 2.517, 3.273], [-1.524, 0.480, 5.238], [-2.143, 1.963, 6.072], [-3.476, 2.459, 3.876], [-2.884, 0.892, 3.222]], "forces_ev_per_a": [[-1.718, -2.866, 0.508], [0.613, -0.537, -2.534], [2.604, 0.984, 1.273], [5.898, -2.016, 2.864], [-2.395, -0.642, 0.304], [1.227, -2.696, -2.515], [4.880, -1.868, 2.753], [0.294, 0.934, -1.363], [0.221, -1.479, -0.388], [0.342, -0.401, 0.441], [1.020, 0.707, 0.466], [-0.538, 0.583, -0.345], [-3.180, 1.278, 1.834], [-8.115, 1.400, 10.023], [0.928, -1.893, 0.061], [0.590, 0.142, 0.019], [0.084, 0.946, 0.533], [0.483, 0.088, -0.379], [-0.136, -0.108, 0.116], [-0.271, -0.560, -0.919], [-0.184, -0.100, -0.278], [-0.271, -0.628, -1.256], [-0.254, 0.172, 0.500], [-0.007, 0.056, -0.184], [-1.435, 0.188, 0.685], [0.506, 0.711, -0.200], [3.482, -0.435, -1.699], [-0.942, -0.017, -0.341], [-3.028, 3.076, -4.763], [0.008, -0.121, 0.070], [-0.228, 0.284, 0.259], [0.010, 0.037, -0.201], [-0.058, 0.658, 0.287], [-0.485, -0.098, -0.342], [-0.163, 3.321, -6.958], [-0.006, -0.737, -1.449], [0.225, 0.358, 0.073], [-0.448, -0.409, -1.053], [1.323, 0.779, -0.135], [-0.391, 0.758, 2.314], [-0.033, 0.199, 0.351], [-0.213, -0.251, -0.057], [0.011, -0.265, 0.367], [-0.248, 0.467, 1.255]], "lumo_ev": 0.126, "orbital_gap_ev": 7.520, "e_above_lowest_kj_mol": 1207.07}

# 2
{"formula": "C11H25Br8IN2O4PS2", "method": "ωB97M-V/def2-TZVPD", "species": ["N", "P", "S", "O", "O", "N", "S", "O", "O", "C", "C", "C", "I", "H", "H", "H", "H", "H", "H", "H", "H", "H", "Br", "C", "C", "Br", "H", "H", "H", "H", "Br", "C", "C", "Br", "H", "H", "H", "H", "Br", "C", "C", "Br", "H", "H", "H", "H", "Br", "C", "C", "Br", "H", "H", "H", "H"], "positions_angstrom": [[1.422, -2.875, -0.778], [1.234, -1.850, -1.940], [0.111, -0.056, -1.433], [0.372, 0.970, -2.422], [-1.244, -0.571, -1.371], [0.580, 0.289, 0.028], [2.039, 0.959, 0.201], [3.060, 0.152, -0.446], [2.078, 2.374, -0.070], [2.190, 0.753, 1.964], [2.185, -0.719, 2.378], [0.814, -1.255, 2.754], [0.097, -0.422, 4.593], [1.053, -2.542, 0.104], [0.467, -2.340, -3.011], [2.404, -1.395, -2.575], [3.114, 1.263, 2.236], [1.331, 1.281, 2.382], [2.869, -0.867, 3.216], [2.564, -1.322, 1.545], [0.062, -1.031, 2.002], [0.848, -2.329, 2.920], [2.853, 2.004, 7.053], [1.820, 1.717, 8.671], [0.469, 1.110, 8.392], [-0.764, 2.397, 7.619], [1.735, 2.683, 9.160], [2.411, 1.044, 9.288], [0.011, 0.777, 9.321], [0.528, 0.280, 7.694], [-5.707, 2.815, 0.852], [-4.101, 2.523, -0.219], [-3.484, 1.171, 0.002], [-2.542, 1.067, 1.694], [-3.415, 3.324, 0.040], [-4.420, 2.635, -1.253], [-2.726, 0.971, -0.752], [-4.213, 0.367, -0.006], [-1.546, -4.069, -4.766], [-0.361, -5.076, -5.928], [0.879, -5.533, -5.206], [2.131, -4.075, -4.923], [-0.123, -4.433, -6.769], [-0.938, -5.932, -6.272], [1.415, -6.271, -5.800], [0.654, -5.944, -4.227], [-2.348, 1.890, -5.930], [-0.922, 2.909, -5.080], [-1.344, 3.531, -3.778], [-2.524, 5.060, -4.066], [-0.605, 3.651, -5.806], [-0.121, 2.197, -4.892], [-0.474, 3.909, -3.247], [-1.878, 2.834, -3.141]], "forces_ev_per_a": [[-0.045, 0.033, -0.105], [0.020, -0.210, 0.424], [-0.153, -0.263, -0.058], [0.041, 0.021, -0.169], [0.020, 0.091, 0.028], [0.103, 0.308, -0.286], [-0.006, -0.043, 0.090], [-0.006, 0.007, -0.024], [-0.084, 0.021, 0.073], [-0.164, -0.184, -0.074], [0.025, 0.024, 0.057], [0.137, -0.231, -0.196], [-0.117, 0.078, 0.039], [0.051, -0.050, 0.029], [0.008, 0.197, -0.149], [-0.043, 0.057, -0.074], [-0.043, 0.024, -0.018], [0.149, 0.146, 0.076], [0.005, 0.003, -0.027], [0.003, 0.001, 0.020], [-0.011, 0.121, 0.065], [-0.013, 0.023, 0.064], [-0.024, 0.028, 0.014], [0.059, -0.004, -0.040], [-0.055, 0.035, -0.021], [0.030, -0.038, -0.021], [-0.007, -0.015, 0.034], [-0.010, -0.017, -0.008], [0.002, 0.005, 0.003], [0.032, -0.011, 0.015], [0.030, -0.006, 0.018], [-0.029, 0.045, -0.039], [0.135, 0.007, 0.013], [-0.098, -0.021, 0.156], [-0.004, 0.010, -0.017], [-0.008, -0.029, 0.000], [-0.012, -0.036, -0.018], [-0.029, 0.024, -0.009], [0.040, 0.036, -0.029], [-0.093, 0.017, 0.048], [0.082, 0.035, 0.010], [0.020, -0.046, -0.027], [-0.004, -0.015, -0.016], [0.028, -0.024, 0.013], [-0.021, 0.000, -0.019], [-0.003, -0.006, -0.001], [-0.002, 0.067, 0.023], [0.096, -0.161, 0.041], [-0.032, 0.025, -0.039], [-0.021, -0.029, 0.052], [0.019, 0.013, 0.019], [-0.038, -0.022, 0.053], [-0.002, -0.007, 0.009], [0.045, -0.034, -0.007]], "lumo_ev": 2.022, "orbital_gap_ev": 8.080, "total_charge": -1}

# 3
{"formula": "C11H25Cl2N2OOsP2", "method": "ωB97M-V/def2-TZVPD", "species": ["C", "C", "H", "H", "H", "O", "Cl", "Os", "P", "C", "C", "H", "H", "H", "H", "H", "H", "C", "H", "H", "H", "P", "C", "C", "H", "H", "H", "C", "H", "H", "H", "H", "H", "H", "Cl", "N", "C", "C", "N", "C", "H", "H", "H", "H"], "positions_angstrom": [[2.041, -2.695, -1.754], [0.882, -1.643, -1.531], [3.026, -2.288, -2.215], [1.431, -3.277, -2.473], [2.178, -3.348, -0.879], [0.736, -0.514, -2.100], [-0.719, -2.326, -0.921], [-0.071, 0.499, 0.423], [-1.436, 0.676, -1.492], [-1.121, 2.205, -2.447], [-1.441, -0.415, -2.988], [-2.169, -0.027, -3.722], [-3.768, 0.649, -2.177], [-1.692, -1.449, -2.678], [-3.479, -0.291, -0.659], [-0.059, 2.236, -2.769], [-0.416, -0.415, -3.406], [-3.243, 0.643, -1.198], [-1.753, 2.214, -3.368], [-3.535, 1.519, -0.589], [-1.334, 3.118, -1.853], [1.038, -0.494, 1.890], [2.337, 0.470, 2.742], [0.061, -1.150, 3.323], [1.337, -2.828, 1.251], [2.553, -2.307, 2.469], [2.735, -1.835, 0.748], [1.992, -1.989, 1.555], [-0.759, -1.766, 2.938], [0.692, -1.776, 3.967], [2.732, -0.059, 3.633], [1.962, 1.456, 3.073], [-0.357, -0.324, 3.913], [3.201, 0.668, 2.079], [-1.892, 1.141, 1.822], [2.378, 3.763, -0.070], [1.230, 4.546, 0.339], [0.268, 3.630, 0.608], [0.814, 2.343, 0.358], [2.065, 2.481, -0.047], [3.298, 4.207, -0.335], [1.257, 5.585, 0.370], [-0.827, 3.761, 0.968], [2.852, 1.658, -0.335]], "forces_ev_per_a": [[-0.932, 1.222, -0.159], [0.442, 2.587, -3.380], [-2.007, -0.455, 0.856], [0.768, -0.267, -0.187], [0.007, 0.361, -0.411], [3.423, -4.313, 4.382], [1.637, -0.156, 1.614], [-4.764, 4.034, -2.666], [-3.334, 0.537, -4.688], [0.532, 1.222, 0.298], [0.014, -0.754, -0.364], [0.155, -0.085, 0.549], [0.449, 0.045, 0.590], [-0.226, 1.028, -0.909], [-0.117, 0.400, -0.168], [-0.545, -0.053, 0.163], [-1.588, 0.159, -0.567], [-0.057, 0.278, 0.766], [0.323, -0.207, 0.838], [-0.057, -0.516, -0.268], [0.111, -0.490, -0.381], [4.758, -4.412, 7.534], [0.567, 1.404, 0.015], [-0.783, 0.327, -0.117], [0.246, 0.384, 0.235], [-0.582, 0.508, -0.569], [-0.276, -0.002, 0.459], [0.550, -1.092, -1.078], [0.039, 0.072, 0.104], [0.139, 0.216, -0.362], [-0.510, -0.047, -0.516], [0.046, -0.445, -0.070], [0.086, -0.144, -0.226], [-0.427, -0.210, 0.162], [1.341, -0.860, -1.060], [-0.130, 2.103, 0.104], [1.090, -3.389, -0.490], [-1.659, -0.006, 0.440], [-0.803, -0.512, 0.068], [2.949, -0.591, -0.889], [-1.295, -0.884, 0.346], [0.031, 1.538, 0.109], [2.342, -0.237, -0.724], [-1.957, 1.701, 0.619]], "lumo_ev": [-12.756, -13.980], "orbital_gap_ev": [6.820, 6.036], "s2": 6.020, "multiplicity": 5, "total_charge": 3}

# 4
{"formula": "C11H25F6NO3PV", "method": "ωB97M-V/def2-TZVPD", "species": ["V", "P", "F", "F", "F", "F", "F", "F", "C", "O", "H", "H", "H", "C", "O", "H", "H", "H", "C", "C", "C", "C", "C", "C", "N", "O", "C", "C", "C", "H", "H", "H", "H", "H", "H", "H", "H", "H", "H", "H", "H", "H", "H", "H", "H", "H", "H", "H"], "positions_angstrom": [[-18.756, -26.017, -18.624], [-16.265, -26.977, -17.011], [-14.700, -26.761, -17.238], [-16.368, -27.937, -18.322], [-15.977, -28.275, -16.121], [-17.864, -27.196, -16.847], [-16.299, -26.019, -15.697], [-16.706, -25.720, -18.003], [-18.030, -23.225, -20.549], [-18.461, -24.486, -20.211], [-18.538, -22.361, -20.061], [-17.006, -23.022, -20.185], [-18.175, -23.071, -21.626], [-18.659, -28.594, -20.846], [-18.780, -27.265, -20.444], [-19.537, -28.894, -21.438], [-17.779, -28.678, -21.500], [-18.547, -29.270, -19.986], [-21.538, -23.670, -16.030], [-20.375, -24.658, -16.218], [-20.117, -25.335, -14.846], [-21.137, -26.337, -14.341], [-21.232, -27.468, -15.352], [-21.499, -26.893, -16.724], [-20.640, -25.749, -17.159], [-20.979, -25.362, -18.460], [-21.261, -28.051, -17.708], [-23.018, -26.592, -16.873], [-19.120, -23.877, -16.604], [-21.198, -22.831, -15.428], [-21.984, -23.339, -16.973], [-22.404, -24.097, -15.516], [-19.140, -25.828, -14.898], [-19.945, -24.544, -14.112], [-20.806, -26.748, -13.383], [-22.020, -25.758, -14.047], [-21.925, -28.249, -15.045], [-20.236, -27.917, -15.290], [-21.551, -27.946, -18.755], [-21.954, -28.854, -17.435], [-20.234, -28.408, -17.621], [-23.612, -27.484, -16.673], [-23.210, -26.339, -17.917], [-23.400, -25.851, -16.170], [-18.311, -24.608, -16.526], [-19.103, -23.406, -17.590], [-18.922, -23.066, -15.903], [-21.858, -24.965, -18.339]], "forces_ev_per_a": [[1.024, 0.332, -4.348], [1.012, -1.535, -0.826], [-0.475, 0.676, -0.016], [0.394, 0.386, 0.283], [-0.151, 0.160, 0.521], [-1.597, -0.354, 0.736], [0.159, -0.118, -0.720], [0.701, 0.373, 0.426], [-0.252, -0.490, 1.128], [-0.571, -0.398, 1.354], [-0.646, -0.032, 0.058], [0.462, -0.117, -0.695], [0.510, 0.227, -0.171], [0.052, 1.463, 0.562], [-0.411, 0.385, 1.546], [-0.094, -0.290, -0.020], [0.119, -0.433, -0.020], [0.066, -0.408, -0.123], [-0.880, -0.366, -0.204], [-1.014, 0.611, 0.949], [1.254, 0.136, 0.109], [0.058, 0.580, 0.746], [0.866, 1.215, 1.011], [-1.498, -1.196, -1.878], [0.857, -1.232, 1.384], [-0.900, 0.553, 0.657], [-0.336, -0.734, -0.060], [0.207, 0.188, 0.274], [0.244, -0.498, -0.101], [-0.029, 0.189, -0.238], [0.469, 0.398, -0.081], [0.263, -0.182, 0.234], [-0.036, -0.126, -0.204], [-0.243, 0.133, -0.054], [0.240, 0.059, -0.046], [-0.528, -0.496, -0.546], [-0.315, 0.127, -0.412], [-0.006, -0.132, -0.450], [0.511, 0.869, -0.024], [0.344, -0.181, 0.503], [-0.011, -0.085, -0.230], [0.243, -0.190, -0.038], [-0.288, 0.265, 0.132], [0.094, 0.260, -0.247], [0.372, 0.374, -0.090], [-0.335, -0.338, -0.194], [-0.031, -0.188, 0.237], [0.126, 0.158, -0.814]], "lumo_ev": [2.297, 2.295], "orbital_gap_ev": [5.671, 6.000], "s2": 3.755, "multiplicity": 4, "total_charge": -1}

Number 1: total energy -162497.81618 eV. Number 2: total energy -622384.20289 eV. Number 3: total energy -62897.23137 eV. Number 4: total energy -70731.41863 eV.